# 1
This record from the OMol25 dataset describes a structure of composition C11H13ClHfN2O2 in a non-equilibrium geometry. The level of theory is ωB97M-V with the def2-TZVPD basis set.

The energy relative to the best compared isomer or geometry (same formula, charge and spin) comes out at 211.94 kJ/mol. The charge is +2. The largest force on an atom comes out at 6.0 eV/Å. As for the spin multiplicity: 1. The HOMO energy is -16.06 eV. The HOMO-LUMO gap is 6.7 eV. The value obtained for the energy is -1194.5274 hartree.

Structure (XYZ):
```
30
C11H13ClHfN2O2 | the OMol25 dataset | ωB97M-V with the def2-TZVPD basis set
Cl -2.96727 1.02871 -2.21783
C 0.62415 -1.58670 -2.39885
C 1.75894 -0.82354 -1.95898
C 1.58279 0.52976 -2.40140
H 2.63961 -1.22580 -1.47676
C 0.37612 0.58767 -3.19625
C -0.21267 -0.72195 -3.18419
H -1.12328 -1.01049 -3.72217
H 0.52562 -2.66780 -2.37848
H 2.29115 1.35060 -2.31937
C -0.08562 1.78909 -3.96945
Hf -0.12225 0.06618 -0.88754
C 0.15259 -2.02128 0.06323
C -2.38738 -0.12271 -0.85378
O 0.57786 -2.87957 0.72436
O -3.16011 -0.70377 -0.13900
H 0.29497 2.70642 -3.49626
H -1.18219 1.85177 -4.01074
H 0.28481 1.77369 -5.00940
C 0.62344 1.25046 4.42340
N -0.04931 0.22915 3.58229
C -0.60109 -0.98758 4.23325
C -0.05301 0.36902 2.31565
N 0.06396 0.58175 1.15265
H 0.49202 0.94500 5.46175
H 0.16813 2.24197 4.26754
H 1.69946 1.31030 4.18799
H -1.66411 -1.10378 3.99495
H -0.06459 -1.88544 3.90565
H -0.48274 -0.87113 5.30775
```

# 2
This record from the OMol25 dataset describes a cluster of 13 separate species, C62H61Br8N9O18 in total in a non-equilibrium geometry. The level of theory is ωB97M-V with the def2-TZVPD basis set.

The energy relative to the best compared isomer or geometry (same formula, charge and spin) comes out at 0.00 kJ/mol. The largest force on an atom comes out at 1.6 eV/Å. As for the spin multiplicity: 1. The HOMO energy is -9.82 eV. The HOMO-LUMO gap is 8.8 eV. The value obtained for the energy is -24837.6183 hartree.

Structure (XYZ):
```
158
C62H61Br8N9O18 | the OMol25 dataset | ωB97M-V with the def2-TZVPD basis set
Br -5.01440 2.73421 1.80207
C -4.75920 3.37174 -0.01624
C -3.78958 4.50699 -0.10183
Br -1.96130 3.84026 0.27369
H -5.75264 3.63132 -0.38737
H -4.47471 2.54224 -0.66204
H -3.93445 5.28659 0.63717
H -3.76293 4.91328 -1.10877
Br -7.97021 -1.29052 -2.48722
C -8.54390 0.59604 -2.37359
C -7.54457 1.47753 -3.06704
Br -8.16974 3.32951 -2.78841
H -8.56823 0.87191 -1.32553
H -9.52315 0.67038 -2.83331
H -7.42420 1.34763 -4.13795
H -6.55057 1.40144 -2.63000
Br -5.16125 -2.00375 2.10215
C -6.64615 -0.75550 2.43828
C -7.42124 -0.57879 1.17216
Br -8.66710 0.90942 1.43149
H -6.19236 0.17347 2.77161
H -7.23642 -1.14440 3.26110
H -8.03756 -1.45452 0.96563
H -6.88899 -0.43031 0.23664
Br -0.38406 4.78395 -5.13879
C -2.31993 4.44767 -5.09920
C -2.69337 3.64900 -3.88456
Br -4.61862 3.60324 -3.62319
H -2.53861 3.96270 -6.04727
H -2.76340 5.43427 -5.20724
H -2.24725 4.07481 -2.98884
H -2.34098 2.62575 -3.99891
C 1.90913 -5.00183 0.35302
C 2.28481 -4.35358 -0.81166
C 3.15665 -4.97412 -1.70247
C 3.55900 -6.27155 -1.46336
C 3.21454 -6.94333 -0.29563
C 2.43318 -6.26269 0.62159
N 4.48971 -6.93445 -2.38874
O 5.13357 -7.87017 -1.95691
O 4.55829 -6.51485 -3.52521
H 1.19489 -4.55698 1.03358
H 1.98424 -3.36524 -1.10411
H 3.54854 -4.54325 -2.61699
H 3.50016 -7.96380 -0.09446
H 2.13302 -6.74816 1.54244
C -0.72788 0.69138 4.24301
C -0.73004 0.59433 5.62450
C -1.94658 0.59683 6.29739
C -3.11471 0.62706 5.57050
C -3.13984 0.67220 4.18503
C -1.92165 0.70754 3.52422
N -4.38100 0.57885 6.31964
O -5.38903 0.33926 5.67493
O -4.35886 0.75051 7.52097
H 0.19538 0.70352 3.67843
H 0.22701 0.72904 6.11276
H -1.91264 0.43801 7.36581
H -4.05820 0.72812 3.62408
H -1.89801 0.79163 2.44571
C -1.26989 -3.57922 7.44825
C -0.11202 -4.04519 6.83938
C 0.16398 -3.68900 5.52248
C -0.85685 -3.14671 4.75436
C -2.04344 -2.75483 5.35116
C -2.22064 -2.87657 6.71361
N -0.65008 -2.92516 3.31945
O 0.19557 -3.60595 2.76169
O -1.38611 -2.12761 2.78007
H -1.41821 -3.83164 8.49053
H 0.68929 -4.49932 7.40645
H 1.06291 -3.98677 4.99716
H -2.80827 -2.34137 4.70185
H -3.15894 -2.55681 7.14574
C 6.90754 1.90596 -1.28579
C 7.47967 0.83910 -1.95401
C 6.68111 -0.23397 -2.30437
C 5.30850 -0.18242 -2.11781
C 4.72710 0.89312 -1.45291
C 5.54322 1.92282 -1.00759
N 4.49053 -1.24978 -2.67630
O 5.00279 -2.11636 -3.34894
O 3.28505 -1.17598 -2.46638
H 7.50200 2.75702 -0.97626
H 8.53895 0.81722 -2.16758
H 7.12454 -1.05732 -2.84865
H 3.66293 0.95181 -1.26209
H 5.15397 2.72849 -0.40298
C 4.61692 -1.72537 0.99442
C 4.17542 -2.62547 1.94450
C 4.68757 -2.66496 3.23382
C 5.74121 -1.82210 3.53173
C 6.30575 -1.04765 2.53557
C 5.72874 -0.92490 1.28389
N 6.23257 -1.71364 4.90284
O 7.33311 -1.23749 5.08630
O 5.45686 -2.02558 5.78673
H 4.08304 -1.62306 0.05829
H 3.31092 -3.22817 1.69841
H 4.34465 -3.42002 3.92706
H 7.18381 -0.45375 2.75940
H 6.17349 -0.18794 0.63073
C 3.22444 0.53526 6.30903
C 2.82737 -0.45775 5.42554
C 2.68526 -0.10761 4.08806
C 3.18534 1.10665 3.65564
C 3.82013 2.00250 4.49966
C 3.87772 1.68387 5.84937
N 3.16002 1.42572 2.20677
O 2.71823 0.60442 1.43267
O 3.47025 2.56182 1.89456
H 3.11782 0.38101 7.37617
H 2.51379 -1.43152 5.77471
H 2.20995 -0.79406 3.40032
H 4.29263 2.90801 4.15275
H 4.37400 2.26360 6.61461
C 1.61143 3.13008 -0.68010
C 2.73000 3.89464 -0.96647
C 3.18038 3.99889 -2.27925
C 2.54790 3.26257 -3.26487
C 1.47172 2.43094 -2.96287
C 0.95063 2.42256 -1.68269
N 2.95339 3.44600 -4.65368
O 3.65329 4.40840 -4.92561
O 2.57788 2.63025 -5.47501
H 1.22469 3.17339 0.33042
H 3.12649 4.56700 -0.21775
H 4.06464 4.57558 -2.51139
H 0.87616 2.08544 -3.80077
H 0.11302 1.78176 -1.43910
C -3.64791 2.89354 -8.66108
C -2.28648 3.14650 -8.61563
C -1.44560 2.35658 -7.84078
C -1.98876 1.31177 -7.11245
C -3.35355 1.05993 -7.12408
C -4.16885 1.82356 -7.92703
N -1.11030 0.42867 -6.34304
O -1.55353 -0.64548 -5.97720
O 0.00981 0.82674 -6.09845
H -4.33933 3.43410 -9.29262
H -1.82402 3.82657 -9.31986
H -0.37630 2.51661 -7.85640
H -3.75638 0.27738 -6.49509
H -5.24064 1.67893 -7.96086
C 0.30045 -1.57783 -1.95847
C -0.21037 -1.12904 -3.17482
C -1.45925 -0.56861 -3.24739
C -2.26932 -0.61714 -2.11076
C -1.80379 -1.12005 -0.91510
C -0.50812 -1.62700 -0.82632
N -3.63810 -0.07627 -2.18988
O -4.32589 -0.10707 -1.19071
O -4.00110 0.34562 -3.27338
H 1.31985 -1.89283 -1.86173
H 0.47391 -1.14526 -4.01378
H -1.86750 -0.12629 -4.14117
H -2.42754 -1.13939 -0.02938
H -0.07181 -1.94892 0.10970
```

# 3
This record from the OMol25 dataset describes a structure of composition C45H65N6O2SeZn in a non-equilibrium geometry. The level of theory is ωB97M-V with the def2-TZVPD basis set.

The energy relative to the best compared isomer or geometry (same formula, charge and spin) comes out at 548.10 kJ/mol. The charge is -1. The largest force on an atom comes out at 3.9 eV/Å. As for the spin multiplicity: 1. The HOMO energy is -3.66 eV. The HOMO-LUMO gap is 6.1 eV. The value obtained for the energy is -6413.3339 hartree.

Structure (XYZ):
```
120
C45H65N6O2SeZn | the OMol25 dataset | ωB97M-V with the def2-TZVPD basis set
Zn 1.26643 -0.37629 0.61308
C -0.99813 1.19135 -0.36818
C 0.31029 1.50951 0.41018
N 2.04297 1.64973 -1.02402
O 2.83762 0.83655 -0.11941
C 0.26314 1.55968 1.89125
C 0.04994 2.76381 2.75881
N 0.60888 0.44087 2.48532
O 0.51699 0.25539 3.74948
H -0.91248 0.27108 -0.94756
H -1.22059 1.98204 -1.08348
H -1.84602 1.06222 0.31048
H 2.86220 -0.06288 -0.53760
H 0.55002 2.57329 3.71088
H -1.00576 2.93047 2.98747
H 0.47320 3.64513 2.28288
C 3.70596 -1.31116 -3.47960
C 2.90475 -2.60141 -3.67370
C 1.83335 -2.44806 -4.76108
C 2.40210 -3.25580 -2.37777
C 2.48155 -4.64875 -2.43769
C 2.37866 -5.46740 -1.33489
C 2.30630 -4.85921 -0.08951
C 2.15998 -3.49307 0.03272
C 2.17305 -2.86742 1.41046
C 3.55413 -2.26370 1.69719
C 1.72198 -3.77525 2.54876
C 2.07230 -2.65070 -1.12642
N 1.74449 -1.33616 -0.90190
C 1.21284 -0.51919 -1.88108
C 1.28563 0.82166 -1.89644
N 1.19044 2.44352 -0.26562
C 1.40116 3.84720 -0.32342
C 0.40127 4.87567 -0.40264
C 0.79259 6.12386 -0.91674
C 2.06909 6.46255 -1.28854
C 3.05877 5.54724 -1.00075
C 2.76166 4.29964 -0.48123
C 3.99689 3.51400 -0.05507
C 4.78031 2.98628 -1.26501
C 4.95940 4.36984 0.78407
C -1.06646 5.06670 0.07855
C -2.08267 3.94637 0.23758
C -1.06030 5.91328 1.37193
H 4.19881 -1.04091 -4.41612
H 4.47060 -1.46181 -2.71533
H 3.07759 -0.48223 -3.17912
H 3.62596 -3.32449 -4.07289
H 1.10059 -1.68525 -4.50385
H 1.31128 -3.39432 -4.90917
H 2.30077 -2.16012 -5.70557
H 2.68272 -5.10331 -3.40308
H 2.43500 -6.54313 -1.43881
H 2.36800 -5.46979 0.80106
H 1.46158 -2.03057 1.40116
H 4.31087 -3.04479 1.79409
H 3.52970 -1.68302 2.62211
H 3.85613 -1.60103 0.88581
H 2.40492 -4.60909 2.71397
H 0.72505 -4.16848 2.34669
H 1.67574 -3.19543 3.47092
H 0.66605 -0.98977 -2.69793
H 0.78035 1.39964 -2.65771
H 0.02914 6.88393 -1.03612
H 2.28273 7.43260 -1.71820
H 4.08976 5.82453 -1.17121
H 3.69412 2.68941 0.57919
H 5.17292 3.82344 -1.84726
H 4.14828 2.39555 -1.91831
H 5.61453 2.36644 -0.93184
H 5.46336 5.13030 0.18626
H 5.73299 3.72381 1.20374
H 4.44314 4.86741 1.60605
H -1.50689 5.70771 -0.68933
H -1.73074 3.16254 0.89180
H -2.35381 3.52752 -0.72813
H -2.99301 4.37337 0.66549
H -0.95944 5.28628 2.25286
H -2.00269 6.45866 1.45387
H -0.24568 6.63525 1.36998
C -3.82316 0.46269 4.79821
C -2.72529 0.20416 3.76901
C -2.22410 -1.23860 3.76470
C -3.13024 -2.22327 3.02509
N -3.22095 -1.93927 1.60606
C -2.30642 -2.34810 0.68707
Se -0.84165 -3.35716 1.02692
N -2.71286 -1.89902 -0.53474
C -1.99943 -2.07910 -1.78219
C -2.62178 -3.12691 -2.70778
C -2.43290 -4.57904 -2.25290
C -3.53481 -5.06778 -1.31602
C -3.88530 -1.18468 -0.38913
C -4.68612 -0.52322 -1.30607
C -5.82207 0.10870 -0.82203
C -6.14921 0.07681 0.53094
C -5.35038 -0.58462 1.45167
C -4.20956 -1.20982 0.97413
H -4.20270 1.48109 4.70759
H -3.42961 0.33241 5.80676
H -4.66754 -0.22010 4.67593
H -1.87016 0.84308 3.99622
H -3.07958 0.47511 2.77022
H -2.11055 -1.59040 4.79336
H -1.23236 -1.26015 3.31037
H -4.14442 -2.21953 3.43098
H -2.71699 -3.22802 3.12534
H -0.97344 -2.35973 -1.53900
H -1.98452 -1.11292 -2.29368
H -2.14790 -2.99436 -3.68313
H -3.69020 -2.91864 -2.82446
H -1.46441 -4.68357 -1.76032
H -2.42050 -5.22277 -3.13632
H -3.57541 -4.46837 -0.40743
H -3.34911 -6.10110 -1.02341
H -4.50936 -5.01948 -1.80600
H -4.43941 -0.49623 -2.35814
H -6.46625 0.63935 -1.50982
H -7.04282 0.58059 0.87362
H -5.60491 -0.60142 2.50157
```

# 4
This record from the OMol25 dataset describes an isolated molecule of C10H6O3 in a non-equilibrium geometry. The level of theory is ωB97M-V with the def2-TZVPD basis set.

The energy relative to the best compared isomer or geometry (same formula, charge and spin) comes out at 441.38 kJ/mol. The largest force on an atom comes out at 4.7 eV/Å. As for the spin multiplicity: 1. The HOMO energy is -9.42 eV. The HOMO-LUMO gap is 8.8 eV. The value obtained for the energy is -610.2088 hartree.

Structure (XYZ):
```
19
C10H6O3 | the OMol25 dataset | ωB97M-V with the def2-TZVPD basis set
C -0.40405 -1.01062 -2.83372
C -0.40870 -0.89794 -1.62684
C 1.68048 1.20792 0.72402
C 0.41565 1.89751 0.59131
C 1.96943 -0.06664 0.46536
C -0.70604 1.21232 0.38347
C -2.15352 1.12959 0.20737
C -1.62554 -1.13595 0.53034
C 0.91240 -1.16327 0.44144
C -0.39870 -0.74449 -0.21753
O -2.87214 2.01210 -0.18337
O -1.75559 -2.15103 1.10829
O -2.61036 -0.16013 0.48423
H -0.23319 -1.31596 -3.82732
H 2.58292 1.92804 0.85493
H 0.26405 2.93695 0.75341
H 3.07071 -0.22551 0.50526
H 1.42304 -2.00559 0.08577
H 0.84913 -1.44729 1.55360
```